Formula: C30H28GdNO
Source: the Open Molecules 2025 dataset
Level of theory: ωB97M-V with the def2-TZVPD basis set

E_HOMO (alpha / beta)	-5.62 / -7.38	eV
⟨S²⟩	16.8186
largest force on an atom	0.0502	hartree/bohr
HOMO-LUMO gap (alpha / beta)	4.45 / 7.79	eV

ORCA input file:
```
! wB97M-V def2-TZVPD RIJCOSX def2/J DEFGRID3
* xyz 0 8
C 0.966 -1.410 0.989
C -0.348 -1.731 0.560
C -0.253 -2.305 -0.750
H -1.200 -1.791 1.228
C 1.129 -2.286 -1.129
C 1.884 -1.725 -0.051
H 2.968 -1.725 0.045
H 1.206 -1.158 2.016
H -1.047 -2.856 -1.257
H 1.543 -2.795 -1.990
C -0.475 2.582 -0.261
C -0.191 1.855 0.937
C 1.205 1.622 1.009
H -0.855 1.683 1.775
C 1.810 2.197 -0.141
C 0.772 2.798 -0.929
H 0.939 3.477 -1.765
H -1.410 3.096 -0.493
H 1.729 1.258 1.893
H 2.881 2.334 -0.284
Gd 0.411 0.184 -1.123
O 0.219 0.021 -3.974
C -0.907 -0.651 -4.594
C 0.396 -0.743 -5.353
H -1.232 -1.552 -4.069
H -1.670 -0.001 -5.037
H 0.954 -1.689 -5.236
H 1.323 -1.728 -7.711
C 1.076 -0.660 -7.784
C 0.598 0.008 -6.614
C 0.205 1.368 -6.761
H -0.222 1.897 -5.905
C 0.355 2.020 -7.996
H 0.070 3.070 -8.072
C 0.840 1.350 -9.121
H 0.936 1.865 -10.076
C 1.186 -0.002 -9.007
H 1.536 -0.547 -9.883
C -0.944 2.910 6.513
C -0.066 3.078 5.432
C 0.042 2.126 4.435
C -0.761 0.955 4.506
C -1.740 0.844 5.517
C -1.756 1.776 6.546
N -0.510 -0.017 3.581
C -0.604 -1.320 3.980
C 0.469 -1.951 4.655
C 0.211 -3.119 5.371
C -1.036 -3.754 5.267
C -2.015 -3.229 4.409
C -1.791 -2.050 3.712
H -1.010 3.668 7.312
H 0.550 3.982 5.379
H 0.773 2.208 3.618
H -2.426 -0.003 5.492
H -2.449 1.624 7.385
H 1.429 -1.443 4.701
H 1.010 -3.552 5.982
H -1.222 -4.691 5.810
H -2.957 -3.759 4.265
H -2.525 -1.612 3.041
*
```

Atom charges from the Löwdin analysis, given in e for atoms 1 to 6: atom 1 (C): -0.22, atom 2 (C): -0.22, atom 3 (C): -0.26, atom 4 (H): 0.08, atom 5 (C): -0.28, atom 6 (C): -0.22

=====

Formula: C30H65F3O16
Source: the Open Molecules 2025 dataset
Level of theory: ωB97M-V with the def2-TZVPD basis set

E_HOMO	-9.98	eV
largest force on an atom	0.1166	hartree/bohr
SMILES	O=C1OC[C@@H](F)O1.O=C1OC[C@@H](F)O1.O=C1OC[C@@H](F)O1.CC(C)O.CC(C)O.CC(C)O.CC(C)O.CC(C)O.CC(C)O.CC(C)O
HOMO-LUMO gap	10.20	eV

ORCA input file:
```
! wB97M-V def2-TZVPD RIJCOSX def2/J DEFGRID3
* xyz 0 1
O 5.074 -5.941 -1.315
C 5.083 -4.819 -0.932
O 4.439 -3.750 -1.469
C 4.726 -2.610 -0.723
C 5.122 -3.169 0.630
F 4.108 -3.300 1.523
O 5.537 -4.440 0.278
H 5.624 -2.085 -1.079
H 3.799 -2.065 -0.659
H 5.880 -2.636 1.187
O -6.433 4.458 -4.368
C -5.456 3.847 -3.973
O -4.636 3.146 -4.831
C -3.591 2.610 -4.038
C -3.637 3.421 -2.793
F -2.747 4.434 -2.868
O -4.970 3.878 -2.725
H -3.884 1.590 -3.792
H -2.600 2.627 -4.535
H -3.373 2.999 -1.834
O 1.870 -0.879 -1.695
C 1.075 -0.341 -1.071
O 0.324 0.748 -1.432
C -0.663 1.017 -0.417
C -0.599 -0.210 0.464
F -1.465 -1.155 -0.096
O 0.676 -0.719 0.214
H -0.572 1.922 0.155
H -1.672 1.102 -0.798
H -0.723 -0.153 1.563
C -3.980 4.370 1.576
C -3.836 2.903 1.788
C -4.947 2.185 1.052
O -2.549 2.487 1.304
H -3.870 4.622 0.531
H -3.199 4.962 2.106
H -4.944 4.702 1.931
H -3.947 2.667 2.864
H -4.884 1.102 1.257
H -4.893 2.379 0.015
H -5.931 2.459 1.424
H -1.843 3.079 1.626
C -3.003 -0.371 4.617
C -1.928 0.402 3.890
C -1.565 1.739 4.630
O -0.781 -0.356 3.742
H -2.664 -0.659 5.612
H -3.099 -1.278 4.053
H -3.950 0.158 4.668
H -2.347 0.688 2.917
H -1.014 1.656 5.577
H -2.459 2.274 4.993
H -1.045 2.374 3.922
H -0.470 -0.544 4.628
C 0.754 4.398 -0.254
C 0.582 4.739 1.248
C -0.349 5.867 1.461
O 0.013 3.600 1.967
H 1.142 5.263 -0.795
H -0.240 4.198 -0.703
H 1.340 3.514 -0.435
H 1.557 4.951 1.701
H -1.334 5.628 1.061
H -0.062 6.772 0.963
H -0.512 6.017 2.555
H 0.526 2.796 1.976
C 4.148 0.466 -4.924
C 4.897 -0.490 -4.015
C 6.397 -0.299 -4.063
O 4.417 -0.302 -2.682
H 3.143 0.084 -5.055
H 4.563 0.529 -5.918
H 4.084 1.438 -4.463
H 4.607 -1.520 -4.333
H 6.575 0.704 -3.690
H 6.808 -0.483 -5.052
H 6.929 -0.965 -3.382
H 3.534 -0.631 -2.590
C 0.908 -4.460 -1.692
C 0.696 -5.645 -2.668
C 1.695 -6.777 -2.370
O -0.641 -6.106 -2.485
H 0.751 -4.761 -0.651
H 0.206 -3.613 -1.880
H 1.918 -4.039 -1.789
H 0.942 -5.338 -3.654
H 1.513 -7.617 -3.036
H 1.490 -7.244 -1.365
H 2.750 -6.524 -2.444
H -0.922 -6.691 -3.178
C -4.347 -2.630 1.605
C -3.943 -3.514 0.449
C -2.589 -4.234 0.687
O -4.990 -4.505 0.222
H -5.324 -2.217 1.488
H -3.661 -1.802 1.790
H -4.362 -3.297 2.478
H -3.861 -2.914 -0.454
H -2.285 -4.825 -0.162
H -2.683 -4.934 1.521
H -1.826 -3.499 0.900
H -4.861 -5.152 0.904
C 3.339 -0.160 1.732
C 2.847 1.051 2.444
C 3.580 2.274 2.167
O 1.426 1.320 2.178
H 2.613 -0.961 1.896
H 4.328 -0.536 2.105
H 3.447 -0.023 0.655
H 2.989 0.848 3.542
H 3.422 2.635 1.157
H 4.627 2.275 2.386
H 3.197 3.062 2.850
H 0.926 0.744 2.797
*
```

Atom charges from the Löwdin analysis, given in e for atoms 1 to 6: atom 1 (O): 0.18, atom 2 (C): -0.53, atom 3 (O): 0.07, atom 4 (C): -0.08, atom 5 (C): -0.32, atom 6 (F): 0.06

=====

Formula: C15H21N2O3
Source: the Open Molecules 2025 dataset
Level of theory: ωB97M-V with the def2-TZVPD basis set

energy above the lowest of the compared OMol25 structures with the same formula, charge and spin	317.6	kcal per mole
E_HOMO	-1.92	eV
largest force on an atom	0.1500	hartree/bohr
HOMO-LUMO gap	4.36	eV

ORCA input file:
```
! wB97M-V def2-TZVPD RIJCOSX def2/J DEFGRID3
* xyz -1 1
O -1.921 -0.389 1.996
C -1.763 -1.706 2.257
C -2.439 -2.778 1.217
C -2.234 -2.435 -0.372
C -0.694 -1.972 -0.727
C 0.406 -3.187 -0.725
C 0.959 -3.629 0.752
O 1.017 -4.965 1.005
N 1.460 -2.716 1.847
C 1.992 -1.399 1.321
C 3.113 -1.302 0.104
C 3.563 0.195 -0.400
C 2.902 1.568 0.288
C 1.815 1.453 1.511
C 1.350 -0.029 2.036
H -1.145 -2.123 3.179
H -2.116 -3.888 1.425
H -3.615 -2.734 1.417
H -2.890 -1.483 -0.624
H -0.734 -1.568 -1.850
H -0.393 -1.033 -0.076
H 1.344 -2.943 -1.397
H -0.152 -4.140 -1.177
H 2.220 -3.199 2.407
H 3.530 -2.324 -0.348
H 4.343 0.285 -1.292
H 3.246 2.615 -0.117
H 1.324 2.392 2.008
H 0.544 -0.105 2.907
C -1.626 3.291 -3.001
C -0.625 4.147 -2.277
O 0.201 4.835 -2.874
N -0.650 4.146 -0.914
C -1.534 3.414 -0.039
H -1.484 3.395 -4.081
H -1.483 2.241 -2.733
H -2.641 3.613 -2.754
H 0.053 4.746 -0.497
H -2.072 4.135 0.581
H -0.923 2.773 0.602
H -2.250 2.801 -0.588
*
```

Atom charges from the Löwdin analysis, given in e for atoms 1 to 6: atom 1 (O): -0.17, atom 2 (C): -0.19, atom 3 (C): -0.28, atom 4 (C): -0.30, atom 5 (C): -0.31, atom 6 (C): -0.14

=====

Formula: C45H49N4O8PPbS4
Source: the Open Molecules 2025 dataset
Level of theory: ωB97M-V with the def2-TZVPD basis set

E_HOMO	-12.72	eV
largest force on an atom	0.0082	hartree/bohr
HOMO-LUMO gap	6.76	eV

ORCA input file:
```
! wB97M-V def2-TZVPD RIJCOSX def2/J DEFGRID3
* xyz 2 1
Pb 1.822 0.991 -0.250
O -0.039 -0.865 -0.901
C -0.311 -0.538 -2.296
C 1.082 -0.406 -2.983
O 1.350 -0.970 -4.018
O 1.922 0.363 -2.337
C -1.041 0.798 -2.275
C -0.578 1.911 -2.968
C -1.320 3.090 -2.980
C -2.527 3.161 -2.308
C -2.998 2.046 -1.620
C -2.261 0.875 -1.601
C -1.180 -1.611 -2.931
C -1.711 -2.659 -2.190
C -2.522 -3.613 -2.798
C -2.815 -3.517 -4.146
C -2.299 -2.459 -4.887
C -1.490 -1.512 -4.286
H 0.266 -1.784 -0.895
H 0.354 1.863 -3.517
H -0.958 3.947 -3.536
H -3.112 4.073 -2.334
H -3.962 2.090 -1.127
H -2.644 -0.005 -1.095
H -1.531 -2.733 -1.124
H -2.931 -4.424 -2.208
H -3.447 -4.256 -4.620
H -2.529 -2.374 -5.942
H -1.089 -0.697 -4.873
C -6.895 -1.889 1.970
C -6.766 -0.458 2.469
S -5.127 -0.085 3.086
O -5.195 0.217 4.493
O -4.203 -1.114 2.647
C -4.654 1.413 2.244
C -3.392 1.983 2.904
N -2.340 2.313 1.938
C -1.300 1.516 1.611
N -0.447 2.138 0.810
C -0.955 3.381 0.582
C -2.119 3.504 1.271
N -3.062 4.580 1.195
O -2.677 5.602 0.667
O -4.185 4.385 1.636
C -1.108 0.125 2.106
H -7.912 -2.044 1.613
H -6.700 -2.605 2.767
H -6.204 -2.089 1.153
H -7.426 -0.248 3.311
H -6.978 0.270 1.682
H -5.480 2.119 2.313
H -4.489 1.150 1.200
H -2.960 1.289 3.621
H -3.647 2.885 3.444
H -0.500 4.103 -0.075
H -2.015 -0.299 2.530
H -0.318 0.097 2.863
H -0.809 -0.501 1.263
C 7.599 0.085 -2.395
C 6.615 -0.086 -1.244
S 4.922 0.238 -1.748
O 4.127 0.106 -0.438
C 4.562 -1.237 -2.716
C 4.505 -2.518 -1.900
H 8.617 0.001 -2.017
H 7.497 1.064 -2.866
H 7.473 -0.679 -3.161
H 6.788 0.646 -0.455
H 6.651 -1.080 -0.798
H 5.330 -1.263 -3.492
H 3.613 -1.010 -3.206
H 5.495 -2.920 -1.687
H 3.953 -3.273 -2.461
H 3.993 -2.345 -0.951
N 2.121 3.217 -1.296
C 2.207 4.224 -1.841
C 2.313 5.464 -2.549
C 2.154 5.464 -3.936
C 2.249 6.663 -4.618
C 2.497 7.840 -3.922
C 2.655 7.831 -2.541
C 2.563 6.641 -1.843
H 1.966 4.537 -4.462
H 2.130 6.681 -5.692
H 2.570 8.776 -4.463
H 2.848 8.753 -2.011
H 2.682 6.617 -0.768
S 3.819 -1.906 4.530
P 2.170 -2.704 3.653
S 3.135 -1.249 2.596
C 2.275 -4.334 2.988
C 1.999 -5.410 3.837
C 2.072 -6.696 3.334
C 2.402 -6.902 1.999
C 2.667 -5.829 1.158
C 2.610 -4.536 1.649
C 0.610 -2.310 4.361
C -0.515 -2.981 3.866
C -1.768 -2.621 4.328
C -1.895 -1.613 5.276
C -0.772 -0.963 5.779
C 0.489 -1.303 5.321
H 1.731 -5.248 4.875
H 1.872 -7.539 3.982
H 2.454 -7.911 1.612
H 2.924 -6.002 0.122
H 2.842 -3.696 1.007
H -0.410 -3.774 3.135
H -2.650 -3.113 3.943
H -2.881 -1.330 5.624
H -0.881 -0.193 6.531
H 1.368 -0.798 5.703
*
```

Atom charges from the Löwdin analysis, given in e for atoms 1 to 6: atom 1 (Pb): 1.44, atom 2 (O): -0.13, atom 3 (C): -0.32, atom 4 (C): -0.56, atom 5 (O): 0.12, atom 6 (O): -0.28

=====

Formula: C7H11NO
Source: the Open Molecules 2025 dataset
Level of theory: ωB97M-V with the def2-TZVPD basis set

energy above the lowest of the compared OMol25 structures with the same formula, charge and spin	52.5	kcal per mole
E_HOMO (alpha / beta)	-6.89 / -9.48	eV
⟨S²⟩	2.0635
largest force on an atom	0.1104	hartree/bohr
HOMO-LUMO gap (alpha / beta)	7.81 / 8.32	eV

ORCA input file:
```
! wB97M-V def2-TZVPD RIJCOSX def2/J DEFGRID3
* xyz 0 3
C -0.806 1.168 -0.591
C -0.502 1.385 0.729
C -0.450 -0.065 -0.018
C -1.863 1.780 -1.471
C 1.268 -1.086 1.408
C 1.032 -1.746 -1.054
C 0.921 -0.665 -0.025
N -0.818 1.594 1.927
O -0.464 2.377 2.802
H -1.180 -0.936 0.115
H -2.777 1.307 -1.122
H -1.604 1.426 -2.527
H -1.866 2.941 -1.358
H 0.372 -1.721 1.889
H 1.507 -0.161 2.040
H 2.285 -1.510 1.490
H 0.573 -2.702 -0.652
H 1.994 -1.978 -1.266
H 0.731 -1.496 -2.028
H 1.647 0.089 -0.289
*
```

Atom charges from the Löwdin analysis, given in e for atoms 1 to 6: atom 1 (C): -0.18, atom 2 (C): -0.11, atom 3 (C): -0.18, atom 4 (C): -0.04, atom 5 (C): -0.08, atom 6 (C): -0.07

=====

Formula: C3H8NO
Source: the Open Molecules 2025 dataset
Level of theory: ωB97M-V with the def2-TZVPD basis set

energy above the lowest of the compared OMol25 structures with the same formula, charge and spin	34.9	kcal per mole
E_HOMO	-15.65	eV
largest force on an atom	0.0767	hartree/bohr
SMILES	C=C[NH2+]CO
HOMO-LUMO gap	11.86	eV

ORCA input file:
```
! wB97M-V def2-TZVPD RIJCOSX def2/J DEFGRID3
* xyz 1 1
C 2.119 0.008 -0.248
C 1.142 -0.167 0.648
N -0.201 0.316 0.287
C -1.317 -0.524 -0.218
O -2.500 0.164 0.020
H 3.082 -0.212 0.072
H 1.908 0.492 -1.235
H 1.406 -0.675 1.622
H -0.492 0.829 1.221
H -0.067 1.062 -0.427
H -1.091 -0.630 -1.308
H -1.385 -1.506 0.141
H -2.603 0.844 -0.576
*
```

Atom charges from the Löwdin analysis, given in e for atoms 1 to 6: atom 1 (C): 0.09, atom 2 (C): -0.12, atom 3 (N): 0.04, atom 4 (C): -0.18, atom 5 (O): 0.05, atom 6 (H): 0.06